Record 1
{
  "formula": "C4H5N7",
  "method": "wB97M-V/def2-TZVPD",
  "lumo_energy_ev": -2.939,
  "orbital_gap_ev": 5.561,
  "energy_ha": -538.38906,
  "e_above_lowest_kj_mol": 233.31,
  "symbols": ["C", "C", "C", "C", "H", "H", "H", "H", "H", "N", "N", "N", "N", "N", "N", "N"],
  "xyz": [[1.6222, -0.3752, -0.0390], [0.3019, 1.3262, 0.1062], [-0.7792, 0.2788, 0.0932], [-2.0883, 0.4210, -0.1814], [2.8043, -2.0051, -0.0717], [3.8702, -0.3311, 0.1869], [0.5417, 3.2310, 0.2220], [-0.9694, 2.6343, 1.7978], [-2.8550, 1.1246, -0.3750], [2.8664, -0.8872, 0.0041], [1.5440, 1.0295, -0.0849], [-0.2667, 2.6145, -0.2143], [-2.4329, -0.8654, -0.0895], [-1.5357, -1.6891, 0.1856], [-0.5252, -0.9738, 0.0657], [0.6742, -1.3083, -0.1001]],
  "mulliken_charge": [0.407, 0.001, 0.512, -0.109, 0.310, 0.289, 0.318, 0.161, 0.455, -0.448, -0.576, -0.493, -0.385, -0.697, 1.284, -1.030]
}

***

Record 2
{
  "formula": "C3H10N",
  "method": "wB97M-V/def2-TZVPD",
  "lumo_energy_ev": -4.178,
  "orbital_gap_ev": 9.916,
  "energy_ha": -174.74046,
  "total_charge": 1,
  "e_above_lowest_kj_mol": 186.71,
  "symbols": ["N", "H", "H", "H", "H", "C", "C", "C", "H", "H", "H", "H", "H", "H"],
  "xyz": [[-0.8020, 1.6201, 0.8635], [0.1328, 2.0204, 0.9357], [-0.7398, 0.9254, 0.0549], [-0.8281, 0.9772, 1.7538], [-1.6477, 2.2475, 0.7792], [1.4395, -0.5946, -0.1968], [0.2154, -0.8438, -0.9231], [-0.9494, -1.3395, -0.5460], [1.6549, 0.5722, -0.1229], [1.6186, -0.9332, 0.8906], [2.1779, -0.9499, -0.7908], [0.4664, -0.7022, -1.9463], [-1.7369, -1.3160, -1.2092], [-1.0015, -1.6838, 0.4576]],
  "mulliken_charge": [-0.516, 0.381, 0.257, 0.435, 0.391, -0.916, -0.078, -0.791, 0.193, 0.292, 0.354, 0.265, 0.365, 0.367]
}

***

Record 3
{
  "formula": "C12H8Br2F5NO4ReTe",
  "method": "wB97M-V/def2-TZVPD",
  "lumo_energy_ev": [-7.627, -8.174],
  "orbital_gap_ev": [7.648, 7.101],
  "s2": 0.755,
  "energy_ha": -6810.85301,
  "total_charge": 2,
  "e_above_lowest_kj_mol": 0.00,
  "spin_multiplicity": 2,
  "symbols": ["Re", "O", "C", "C", "C", "N", "C", "Br", "C", "H", "H", "H", "H", "F", "Te", "F", "F", "F", "F", "O", "Br", "C", "C", "C", "C", "C", "C", "C", "O", "O", "H", "H", "H", "H"],
  "xyz": [[-1.8137, 0.0590, -0.1563], [-2.1095, 3.1666, -4.7183], [-1.8764, 2.1710, -3.8878], [-1.3728, 0.9154, -4.3177], [-1.1752, -0.1078, -3.4265], [-1.4601, 0.1688, -2.1410], [-1.8872, 1.3346, -1.7306], [-2.9893, 1.7439, 1.0560], [-2.1549, 2.4072, -2.5284], [-1.9276, 2.9505, -5.6440], [-1.1515, 0.7555, -5.3652], [-0.8234, -1.0932, -3.6937], [-2.5441, 3.3528, -2.1815], [-4.9148, -0.9993, 0.7033], [-3.7177, -2.3670, 0.9204], [-2.6517, -1.2304, 2.0002], [-4.6250, -2.8921, 2.3991], [-2.4762, -3.6804, 1.1865], [-4.6430, -3.4431, -0.2120], [-2.6763, -1.6024, -0.4939], [7.0436, 0.4045, 3.1601], [5.2279, 0.0595, 2.8854], [4.4673, -0.5532, 3.8845], [3.1114, -0.8230, 3.7084], [2.4781, -0.4895, 2.5333], [3.2569, 0.1270, 1.5363], [4.6333, 0.4094, 1.6927], [2.6897, 0.4877, 0.3268], [2.2507, 0.7938, -0.6608], [-0.3003, -0.1013, 0.5676], [4.9476, -0.8230, 4.8162], [2.5546, -1.2984, 4.5035], [1.4277, -0.6876, 2.3733], [5.2019, 0.8843, 0.9045]],
  "mulliken_spin": [0.809, 0.002, 0.002, 0.023, -0.014, 0.025, -0.039, 0.086, -0.008, 0.000, 0.001, -0.001, -0.001, 0.004, 0.026, 0.009, -0.001, 0.003, 0.005, 0.008, 0.000, 0.000, 0.000, 0.000, -0.001, -0.002, 0.000, 0.001, 0.001, 0.061, 0.000, 0.000, 0.001, 0.000]
}

***

Record 4
{
  "formula": "C32H51BCdN17OPS",
  "method": "wB97M-V/def2-TZVPD",
  "lumo_energy_ev": [-2.181, -3.231],
  "orbital_gap_ev": [6.690, 7.752],
  "s2": 0.791,
  "energy_ha": -3188.11016,
  "total_charge": 1,
  "e_above_lowest_kj_mol": 0.00,
  "spin_multiplicity": 2,
  "symbols": ["Cd", "C", "C", "C", "C", "N", "N", "B", "N", "C", "C", "C", "C", "N", "N", "C", "C", "C", "C", "N", "N", "C", "C", "C", "C", "N", "H", "H", "H", "H", "H", "H", "H", "H", "H", "H", "H", "H", "H", "H", "H", "H", "H", "H", "H", "H", "N", "N", "C", "N", "S", "H", "H", "H", "H", "H", "N", "N", "H", "H", "H", "H", "N", "C", "C", "C", "C", "C", "C", "C", "C", "C", "H", "H", "H", "H", "C", "N", "C", "P", "O", "N", "C", "C", "N", "C", "C", "H", "H", "H", "H", "H", "H", "H", "H", "H", "H", "H", "H", "H", "H", "H", "H", "H", "H"],
  "xyz": [[-0.1571, 0.5107, -0.2433], [2.4734, 2.0436, 1.9512], [2.8409, 1.8457, 0.5183], [4.0499, 2.1292, -0.1326], [3.8350, 1.7790, -1.4471], [2.5843, 1.2929, -1.5628], [1.9708, 1.3495, -0.3565], [1.7995, 1.0325, -2.8876], [0.9909, -0.3061, -2.9542], [1.0098, -1.1521, -4.0074], [-0.0005, -2.0695, -3.8579], [-0.6332, -1.7138, -2.6583], [-1.8102, -2.3405, -1.9926], [-0.0261, -0.6606, -2.1323], [0.8048, 2.2101, -3.0463], [0.8351, 3.3495, -3.7623], [-0.3041, 4.0699, -3.4877], [-0.9965, 3.2879, -2.5504], [-2.3181, 3.5304, -1.9033], [-0.3150, 2.1819, -2.2752], [2.8387, 0.9104, -3.9919], [2.8621, 1.3174, -5.2814], [3.9025, 0.6827, -5.9110], [4.4755, -0.1366, -4.9170], [5.6301, -1.0765, -5.0369], [3.8256, -0.0052, -3.7717], [3.3558, 1.9979, 2.5881], [1.9989, 3.0160, 2.0878], [1.7758, 1.2715, 2.2808], [4.9472, 2.5389, 0.2978], [4.4901, 1.8248, -2.2981], [1.7412, -1.0524, -4.7905], [-0.2515, -2.8784, -4.5218], [-2.7044, -2.2159, -2.6054], [-1.6568, -3.4103, -1.8481], [-2.0013, -1.8727, -1.0257], [1.6664, 3.5938, -4.4008], [-0.5927, 5.0186, -3.9059], [-2.3572, 4.5015, -1.4071], [-3.1225, 3.5048, -2.6399], [-2.5113, 2.7441, -1.1741], [2.1251, 1.9938, -5.6775], [4.2098, 0.7914, -6.9368], [6.3451, -0.7249, -5.7791], [6.1437, -1.1721, -4.0813], [5.2966, -2.0693, -5.3441], [2.7678, -1.5673, -0.8185], [3.0288, -2.8119, -0.2574], [2.0408, -3.5785, 0.1800], [2.3207, -4.8384, 0.5251], [0.4070, -3.0553, 0.3087], [3.1817, -1.4789, -1.7437], [3.0843, -0.8256, -0.2047], [3.9801, -3.1525, -0.1901], [3.1565, -5.3032, 0.2064], [1.5962, -5.3973, 0.9422], [-0.2232, 3.5373, 0.8448], [-0.8324, 2.2785, 1.1492], [-0.8488, 4.3013, 1.0716], [-0.0292, 3.5560, -0.1503], [-1.8431, 2.2644, 1.0373], [-0.6175, 2.0574, 2.1151], [4.5687, -1.9520, 8.0017], [3.9797, -1.8499, 7.0196], [3.2452, -1.7231, 5.7953], [3.8966, -1.3035, 4.6300], [3.1959, -1.1805, 3.4542], [1.8094, -1.4725, 3.4033], [1.1697, -1.9012, 4.5930], [1.8789, -2.0233, 5.7643], [1.1055, -1.3441, 2.2149], [0.4716, -1.3156, 1.1103], [4.9536, -1.0768, 4.6637], [3.6983, -0.8501, 2.5539], [0.1170, -2.1464, 4.5664], [1.3878, -2.3576, 6.6680], [-2.9448, -2.2370, 2.5319], [-3.2988, -0.8218, 2.6599], [-2.3950, -0.1197, 3.5720], [-3.7491, -0.0225, 1.2799], [-2.6848, 0.2626, 0.2711], [-4.9121, -0.9713, 0.6045], [-5.0380, -1.1361, -0.8353], [-6.0476, -1.4641, 1.3686], [-4.3529, 1.4073, 1.8904], [-5.2210, 1.4303, 3.0664], [-4.7692, 2.3965, 0.8984], [-1.9476, -2.3643, 2.0975], [-3.6733, -2.7588, 1.9168], [-2.9520, -2.6875, 3.5259], [-1.3535, -0.2150, 3.2463], [-2.4866, -0.5506, 4.5708], [-2.6527, 0.9354, 3.6321], [-4.1997, -0.6630, -1.3364], [-5.9682, -0.6847, -1.1933], [-5.0523, -2.1984, -1.0959], [-5.8603, -1.3690, 2.4366], [-6.2138, -2.5219, 1.1473], [-6.9636, -0.9194, 1.1206], [-4.9251, 0.6679, 3.7812], [-6.2698, 1.2700, 2.7942], [-5.1436, 2.4068, 3.5480], [-4.2102, 2.2675, -0.0247], [-4.5910, 3.4049, 1.2787], [-5.8370, 2.3032, 0.6720]],
  "mulliken_spin": [0.060, -0.001, 0.001, 0.000, 0.000, 0.000, -0.007, 0.002, -0.006, 0.000, -0.001, -0.011, 0.012, 0.022, 0.001, 0.000, 0.000, 0.000, 0.000, -0.001, 0.000, 0.000, 0.000, 0.000, 0.000, 0.000, 0.000, 0.001, 0.008, 0.000, 0.000, 0.000, 0.000, 0.000, 0.005, -0.008, 0.000, 0.000, 0.000, 0.000, 0.000, 0.000, 0.000, 0.000, 0.000, 0.000, 0.000, 0.006, -0.024, 0.026, 0.208, 0.001, -0.002, 0.000, -0.002, 0.002, 0.000, 0.001, 0.000, 0.000, 0.000, 0.000, 0.071, -0.032, 0.174, -0.080, 0.169, 0.023, 0.159, -0.080, 0.380, -0.130, -0.003, 0.024, 0.030, -0.003, 0.009, -0.005, -0.015, 0.010, -0.004, -0.001, 0.000, 0.000, -0.001, 0.000, 0.000, -0.008, 0.000, 0.000, 0.021, 0.000, -0.001, 0.000, 0.000, 0.000, 0.000, 0.000, 0.000, 0.000, 0.000, 0.000, 0.000, 0.000, 0.000]
}

***

Record 5
{
  "formula": "C4H9FN",
  "method": "wB97M-V/def2-TZVPD",
  "lumo_energy_ev": -3.946,
  "orbital_gap_ev": 9.116,
  "energy_ha": -312.02364,
  "total_charge": 1,
  "e_above_lowest_kj_mol": 401.53,
  "symbols": ["C", "C", "C", "C", "N", "F", "H", "H", "H", "H", "H", "H", "H", "H", "H"],
  "xyz": [[2.6382, -0.0377, -0.1564], [1.4671, -0.3181, -0.2366], [3.9775, 0.5201, 0.1617], [-2.6219, 0.0321, 0.7637], [-2.5435, -0.2387, -0.7194], [0.1454, -0.5302, -0.2317], [-1.9385, 0.7886, 1.1266], [4.1966, 0.0546, 1.0280], [4.5744, 0.1978, -0.7049], [3.6670, 1.6053, 0.0847], [-2.3713, -0.9304, 1.3882], [-3.6794, 0.0430, 1.0825], [-2.3641, 0.5363, -1.3293], [-3.3070, -0.6782, -1.2345], [-1.8405, -1.0446, -1.0227]],
  "mulliken_charge": [0.515, -0.185, -0.883, -0.706, -0.363, -0.318, 0.326, 0.312, 0.296, 0.237, 0.296, 0.350, 0.354, 0.381, 0.390]
}

***

Record 6
{
  "formula": "C23H41Cl3FeN3O3Si",
  "method": "wB97M-V/def2-TZVPD",
  "lumo_energy_ev": [0.364, -2.321],
  "orbital_gap_ev": [8.755, 5.705],
  "s2": 8.767,
  "energy_ha": -4224.79870,
  "spin_multiplicity": 6,
  "symbols": ["C", "C", "H", "H", "H", "C", "C", "H", "H", "H", "H", "Fe", "Cl", "Cl", "H", "H", "C", "C", "N", "H", "C", "O", "H", "H", "H", "H", "H", "H", "C", "C", "N", "H", "C", "O", "H", "H", "H", "H", "O", "C", "C", "C", "H", "C", "H", "C", "H", "C", "C", "H", "H", "H", "Si", "Cl", "C", "C", "C", "H", "H", "H", "H", "H", "H", "H", "H", "H", "C", "C", "C", "N", "H", "H", "H", "H", "H"],
  "xyz": [[-3.2852, -1.0152, -3.0224], [-2.2406, -0.7054, -4.0394], [-4.0057, -0.1898, -2.9206], [-2.8328, -1.2256, -2.0459], [-3.8632, -1.9057, -3.3176], [-2.5941, -0.2117, -5.2516], [-4.0062, 0.0363, -5.6694], [-1.8466, -0.0225, -6.0185], [-4.5553, 0.6712, -4.9571], [-4.5768, -0.9001, -5.7779], [-4.0198, 0.5320, -6.6488], [-0.2561, -2.5748, -0.2115], [1.3444, -3.4996, -1.2775], [-2.4005, -2.5276, -0.0782], [4.1840, 1.7355, 6.3831], [4.8691, -0.2765, 8.4587], [3.1893, 1.4214, 6.7403], [3.7706, -0.2689, 8.4694], [3.2107, 0.0332, 7.1666], [2.4572, 1.5311, 5.9332], [2.9004, -0.9615, 6.2981], [2.3863, -0.7879, 5.1947], [3.4258, -1.2609, 8.7790], [3.1641, -1.9687, 6.6922], [2.9230, 2.0374, 7.6077], [3.4387, 0.4760, 9.1965], [-3.2204, 1.1786, 1.4088], [-2.5088, 2.6989, -0.7698], [-2.8614, 2.0481, 1.9839], [-2.2756, 3.4516, 0.0050], [-1.8515, 2.7957, 1.2443], [-2.4519, 1.7032, 2.9348], [-0.5553, 2.8575, 1.5788], [0.2677, 3.5955, 1.0938], [-1.4605, 4.0904, -0.3362], [-0.2327, 2.0274, 2.4474], [-3.7223, 2.7097, 2.1690], [-3.1813, 4.0431, 0.2094], [-0.4721, -0.6945, -2.3726], [-0.7939, -1.0922, -3.7050], [0.2777, 0.6998, -5.2010], [0.2026, -0.6345, -4.7739], [-0.3591, 1.4547, -4.7179], [1.0921, 1.0244, -6.2963], [-0.8026, -2.1947, -3.6898], [0.9758, -1.6183, -5.3977], [1.1221, 2.0672, -6.6430], [1.8394, 0.0310, -6.9367], [1.7745, -1.2906, -6.4938], [0.9038, -2.6336, -5.0209], [2.4725, 0.2891, -7.7943], [2.3307, -2.0778, -6.9979], [0.7720, 0.1806, -1.5194], [0.6175, 1.1161, 3.2159], [0.4742, 1.9780, -1.9130], [2.4169, -0.2488, -2.2729], [0.5858, -0.3091, 0.2583], [0.9734, 2.2410, -2.8587], [0.9110, 2.5926, -1.1057], [-0.5898, 2.2409, -2.0232], [-0.4643, -0.5171, 0.5512], [0.8574, 0.5635, 0.8584], [1.2540, -1.1008, 0.6318], [2.4086, -0.0970, -3.3647], [2.6431, -1.3069, -2.0738], [3.2250, 0.3710, -1.8492], [-0.8591, -2.0290, 5.2776], [0.0165, -2.8637, 4.3135], [-0.1201, -2.6557, 2.8976], [-0.0940, -2.7301, 1.7386], [-0.4152, -1.0388, 5.4011], [-0.8873, -2.5382, 6.2487], [-1.8750, -1.9253, 4.8939], [1.0698, -2.6993, 4.5821], [-0.2105, -3.9251, 4.5004]],
  "mulliken_spin": [0.003, -0.006, -0.001, -0.004, 0.002, -0.001, 0.000, 0.000, 0.000, 0.000, 0.000, 3.789, 0.112, 0.107, 0.000, 0.000, 0.000, 0.000, -0.001, 0.001, 0.001, 0.009, 0.000, 0.000, 0.000, 0.000, 0.001, -0.003, 0.000, 0.024, 0.078, -0.009, 0.262, 0.264, 0.003, -0.025, 0.000, 0.002, -0.028, 0.005, 0.000, -0.002, 0.000, 0.000, 0.006, 0.002, 0.000, 0.000, 0.001, 0.000, 0.000, 0.000, -0.021, 0.381, 0.004, 0.006, 0.022, 0.000, -0.001, 0.000, -0.021, 0.009, 0.009, -0.001, 0.000, 0.000, 0.003, -0.001, 0.026, -0.012, 0.000, 0.000, 0.000, 0.001, 0.001]
}

***

Record 7
{
  "formula": "C8H10O3",
  "method": "wB97M-V/def2-TZVPD",
  "lumo_energy_ev": [-0.442, -0.443],
  "orbital_gap_ev": [7.049, 7.047],
  "energy_ha": -536.41642,
  "smiles": "CO/C=C/C=C\\C=C(/O)C=O",
  "e_above_lowest_kj_mol": 361.37,
  "symbols": ["C", "O", "C", "C", "C", "C", "C", "C", "O", "C", "O", "H", "H", "H", "H", "H", "H", "H", "H", "H", "H"],
  "xyz": [[0.5163, -2.4905, -0.2306], [1.3699, -1.5564, 0.3766], [1.1613, -0.2749, 0.1692], [1.8440, 0.7078, 0.8391], [1.4221, 2.0555, 0.5223], [0.2003, 2.4293, -0.0204], [-0.9508, 1.6745, -0.3189], [-1.4365, 0.5513, 0.1992], [-0.8712, -0.1009, 1.2280], [-2.6666, -0.1516, -0.2184], [-3.1915, -0.9541, 0.5594], [-0.4670, -2.3188, -0.0624], [0.8920, -3.4599, 0.0157], [0.5019, -2.4431, -1.2783], [0.3440, 0.0725, -0.5155], [2.6547, 0.3890, 1.3401], [2.1293, 2.8380, 0.9301], [0.1514, 3.5318, -0.2972], [-1.5685, 2.0780, -1.0863], [-1.5763, -0.8276, 1.3657], [-3.2287, 0.3121, -1.0018]],
  "mulliken_charge": [-0.892, -0.397, -0.118, -0.658, -0.285, -0.253, -0.556, 0.563, -0.539, -0.243, -0.569, 0.326, 0.309, 0.396, 0.703, 0.585, 0.269, 0.240, 0.346, 0.393, 0.381]
}